Density functional theory data (ωB97M-V/def2-TZVPD) for a 12-piece molecular cluster, C23H68F2N5O15S2 overall.

```
115
Properties=species:S:1:pos:R:3:mulliken_charge:R:1
N -1.05743 0.12557 -0.17317 -0.288
S -0.32181 1.37520 -0.58824 0.148
O 0.78657 1.21890 -1.53110 -0.187
O -0.31961 2.53886 0.25002 -0.858
F -1.51469 1.87761 -1.62345 -0.443
S -0.12587 -0.01051 1.26330 0.497
O -0.77221 0.59149 2.43554 -1.149
O 1.31913 0.02329 1.30758 0.066
F -0.47415 -1.52360 1.60672 -0.196
C 1.42277 4.59085 -3.32063 -0.994
C 2.52587 3.75580 -2.71828 0.383
O 3.79047 4.29217 -2.94091 -0.631
H 0.51598 3.99451 -3.21951 0.210
H 1.56236 4.74387 -4.39076 0.454
H 1.36911 5.58668 -2.88068 0.156
H 2.58147 2.75122 -3.13758 0.029
H 2.45584 3.60762 -1.64067 0.087
H 4.01512 4.10700 -3.85570 0.346
C 3.14836 -0.45053 -5.30607 -1.362
C 1.89226 -0.12881 -4.48498 0.634
O 1.01257 -1.16093 -4.67420 -0.625
H 2.89571 -0.40055 -6.36522 0.349
H 3.64179 -1.40929 -5.14665 0.319
H 3.94030 0.28835 -5.18363 0.341
H 1.41207 0.79093 -4.81905 0.175
H 2.07823 -0.10017 -3.41134 -0.151
H 0.47055 -1.27251 -3.88974 0.310
C -0.86392 -3.74824 -3.04618 -1.631
C -0.94849 -2.92263 -1.77407 1.138
O -0.81088 -1.54252 -2.21296 -0.464
H 0.03174 -3.53477 -3.62954 0.375
H -1.77123 -3.52777 -3.60856 0.332
H -0.88604 -4.78559 -2.71222 0.415
H -0.23569 -3.18486 -0.99224 -0.240
H -1.96256 -3.11399 -1.42316 -0.263
H -0.88196 -0.90256 -1.50092 0.264
C 2.56403 -2.79127 1.78470 -0.207
C 3.41478 -3.95929 1.26596 -0.478
O 2.51379 -4.93805 0.74330 -0.497
H 1.92706 -2.37061 1.00662 -0.186
H 3.10079 -2.04982 2.37650 0.304
H 1.84131 -2.98216 2.57802 0.249
H 4.06094 -4.21323 2.10625 0.266
H 4.00780 -3.66755 0.39918 0.258
H 2.04228 -5.18995 1.54070 0.256
C -1.21541 6.97621 -1.21934 -1.170
C -1.51555 5.77837 -0.28920 0.274
O -0.27382 5.25929 0.08068 -0.537
H -2.17112 7.33403 -1.60233 0.401
H -0.72031 6.62345 -2.12406 0.210
H -0.72764 7.86718 -0.82389 0.281
H -2.15886 5.07285 -0.81503 -0.082
H -2.03852 6.03744 0.63139 0.305
H -0.34487 4.31802 0.25551 0.550
C 3.05030 1.11737 3.92491 -0.881
C 2.56609 -0.16137 4.68798 0.073
O 3.68030 -0.56082 5.37955 -0.568
H 3.33259 2.00775 4.48673 0.528
H 2.23638 1.49368 3.30519 0.027
H 3.91642 0.84835 3.32030 0.308
H 2.14655 -0.89594 4.00060 -0.175
H 1.74433 0.26100 5.26627 0.332
H 3.98203 0.12156 5.98363 0.338
C -3.98936 2.08269 1.74877 0.352
O -4.81384 2.94277 1.94893 -0.831
N -3.25236 1.52103 2.63834 -0.063
N -3.52327 1.81463 0.57673 0.511
H -2.37754 1.08653 2.38143 0.174
H -3.24201 2.03557 3.50738 0.227
H -2.85146 1.07489 0.42989 -0.138
H -3.81838 2.39440 -0.19585 -0.143
C -5.22155 3.33139 -2.32776 0.696
O -4.23256 2.64833 -2.23044 -0.651
N -5.40225 4.24308 -3.20714 -0.430
N -6.16781 3.28493 -1.43507 -0.390
H -6.22121 4.83044 -3.27357 0.121
H -4.62334 4.42489 -3.82386 0.250
H -5.96081 2.55051 -0.77335 0.252
H -6.94299 3.92035 -1.55932 0.133
C 4.44203 2.02222 0.05165 -1.128
C 5.17822 0.74932 0.48235 0.945
C 4.67455 -0.40221 -0.33821 -1.006
O 6.56691 0.90562 0.15859 -0.604
H 4.81095 2.88056 0.61311 0.451
H 3.39064 1.90040 0.31208 0.104
H 4.59250 2.27319 -0.99833 0.334
H 5.00713 0.62921 1.55212 -0.130
H 5.06416 -1.36303 -0.00183 0.330
H 4.97168 -0.38461 -1.38678 0.348
H 3.58950 -0.49717 -0.29638 0.028
H 6.98257 0.09600 0.46411 0.357
C -0.79835 -5.04025 1.36865 -0.088
C -0.37465 -5.37091 2.72139 0.907
C -1.54290 -5.99484 3.46210 -1.440
O 0.74451 -6.19419 2.69719 -0.597
H -0.71851 -5.89780 0.70057 0.415
H -0.03921 -4.30358 1.10568 -0.382
H -1.74642 -4.50503 1.31588 -0.052
H -0.01755 -4.49253 3.25902 -0.081
H -1.22694 -6.48289 4.38410 0.414
H -2.17660 -6.65648 2.87153 0.337
H -2.25105 -5.20616 3.71628 0.328
H 0.86433 -6.63720 3.54038 0.306
C -3.90193 -1.54833 2.44645 -1.417
C -3.66347 -2.20295 1.04756 2.199
C -4.83905 -3.11919 0.58274 -1.646
O -3.47270 -1.18234 0.10232 -0.507
H -3.01412 -1.03460 2.81522 0.213
H -4.12524 -2.40244 3.08575 0.525
H -4.80951 -0.94800 2.38329 0.248
H -2.71395 -2.73650 1.00449 -0.932
H -5.79237 -2.63407 0.37309 0.400
H -4.86257 -3.97272 1.26027 0.344
H -4.44049 -3.50750 -0.35452 0.388
H -2.59478 -0.80201 0.18110 0.296
```

Its spin multiplicity is 2. As for the LUMO energy (spin up / spin down): 0.1409 / 0.1409 Ha. As for the total charge: -2. The gap between HOMO and LUMO (spin up / spin down) comes out at 2.66 / 7.53 eV.

Density functional theory data (ωB97M-V/def2-TZVPD) for one molecule with the formula CH8N2OSi.

```
13
Properties=species:S:1:pos:R:3:nbo_charge:R:1
C -0.83477 -0.61828 1.59931 -0.372
N 0.80840 1.68692 -0.50127 -1.314
N -0.73970 -0.73515 -0.82443 -0.518
O -0.74746 -1.42313 0.40995 -0.481
Si 0.60654 0.23115 -1.38498 1.400
H -0.57987 -1.36663 2.45023 0.216
H -1.88787 -0.26525 1.69221 0.182
H -0.07428 0.20276 1.70402 0.191
H 1.60370 2.28768 -0.60908 0.408
H -0.04956 2.27561 -0.14660 0.406
H -1.63554 -0.62477 -1.26009 0.377
H 1.90365 -0.28214 -1.60081 -0.218
H 0.40748 0.22865 -2.83967 -0.277
```

Its spin multiplicity is 3. As for the LUMO energy (spin up / spin down): 0.0301 / -0.0852 Ha. The gap between HOMO and LUMO (spin up / spin down) comes out at 4.22 / 7.34 eV.

Density functional theory data (ωB97M-V/def2-TZVPD) for a 8-piece molecular cluster, C8H32O8 overall.

```
48
Properties=species:S:1:pos:R:3:nbo_charge:R:1
C -4.70667 2.54875 -0.15365 -0.248
O -5.92919 2.70230 -0.84776 -0.713
H -4.07634 3.43680 -0.20021 0.161
H -4.83871 2.23574 0.88206 0.175
H -4.13061 1.75882 -0.63558 0.160
H -5.68417 3.12147 -1.67593 0.464
C 2.65502 -1.18782 1.11737 -0.286
O 1.30107 -1.74519 1.41673 -0.769
H 3.37543 -1.55951 1.84604 0.190
H 3.11357 -1.53577 0.19175 0.205
H 2.61040 -0.09880 1.10589 0.193
H 1.28590 -1.72737 2.37645 0.494
C -0.43727 0.60435 -0.73542 -0.268
O 0.10062 -0.67487 -0.99940 -0.781
H -1.51625 0.55316 -0.88131 0.178
H -0.28201 0.88092 0.30741 0.192
H -0.06693 1.38418 -1.40086 0.182
H 0.41559 -1.07152 -0.18389 0.512
C 0.54881 -4.43742 -0.62232 -0.250
O 1.35845 -4.32948 0.55414 -0.747
H 0.96674 -3.68796 -1.29444 0.157
H 0.65211 -5.40126 -1.12075 0.180
H -0.51726 -4.24999 -0.49400 0.161
H 1.53443 -3.39705 0.69975 0.481
C 1.73062 2.48767 2.94305 -0.254
O 3.10267 2.39964 3.44816 -0.729
H 1.08165 2.00365 3.67289 0.165
H 1.33832 3.49169 2.78136 0.168
H 1.58989 1.94219 2.00991 0.184
H 3.12297 2.76489 4.33573 0.466
C 3.13483 -1.13587 -2.73330 -0.239
O 2.53317 0.00566 -2.28778 -0.745
H 3.11871 -1.30735 -3.80961 0.163
H 4.16040 -1.14591 -2.36423 0.166
H 2.56663 -1.99813 -2.38438 0.152
H 1.65593 -0.19690 -1.95460 0.485
C -1.61138 3.54856 2.63136 -0.250
O -1.63012 2.18301 2.18570 -0.746
H -2.61907 3.91850 2.82059 0.173
H -1.08911 3.56372 3.58798 0.164
H -1.10162 4.21990 1.94032 0.187
H -2.34866 1.68132 2.57761 0.475
C -1.23876 -2.39841 -3.15442 -0.247
O -0.83086 -1.10302 -3.56834 -0.738
H -2.14441 -2.74119 -3.65482 0.178
H -0.52368 -3.21767 -3.22922 0.155
H -1.50169 -2.40544 -2.09663 0.163
H -0.22926 -0.68313 -2.94917 0.481
```

Its SMILES is CO.CO.CO.CO.CO.CO.CO.CO. As for the LUMO energy: 0.0074 Ha. For the energy above the lowest of the compared OMol25 structures with the same formula, charge and spin, the calculation gives 396.6 kJ/mol. The gap between HOMO and LUMO comes out at 10.08 eV.